{
  "formula": "C43H48N2O3P2S3SiY",
  "method": "ωB97M-V/def2-TZVPD",
  "elements": ["Y", "S", "S", "S", "P", "P", "Si", "O", "O", "O", "N", "N", "C", "C", "C", "C", "C", "C", "C", "C", "C", "C", "C", "C", "C", "C", "C", "C", "C", "C", "C", "C", "C", "C", "C", "C", "C", "C", "C", "C", "C", "C", "C", "C", "C", "C", "C", "C", "C", "C", "C", "C", "C", "C", "C", "H", "H", "H", "H", "H", "H", "H", "H", "H", "H", "H", "H", "H", "H", "H", "H", "H", "H", "H", "H", "H", "H", "H", "H", "H", "H", "H", "H", "H", "H", "H", "H", "H", "H", "H", "H", "H", "H", "H", "H", "H", "H", "H", "H", "H", "H", "H", "H"],
  "coordinates": [[0.14796, 0.01574, -0.07887], [-0.22665, 2.53287, 1.55956], [2.45406, -0.43470, 1.72357], [-2.53279, -2.02491, -1.59956], [-1.26942, 1.02131, 2.43743], [0.89109, -0.82114, 2.94731], [2.74183, 1.78498, -2.11806], [-2.03721, -2.98241, -0.64982], [0.76545, -2.31975, -0.76968], [-3.96521, -1.94235, -1.76151], [-1.85414, -0.62047, -1.29394], [-1.48743, 1.56589, -1.46811], [1.05286, -0.67603, 5.76990], [0.99739, -5.27155, 4.18964], [1.23578, -0.00689, 6.97477], [1.57645, 1.33699, 6.97760], [1.58810, 1.33162, 4.57002], [-1.70931, 2.80347, -1.89988], [2.27271, -4.00737, 0.10840], [-2.51818, 0.92158, 6.34485], [2.15852, -3.23277, 3.65551], [-2.63734, 2.26473, 6.67390], [-4.86304, -0.31163, 1.00930], [0.94495, -2.58995, 3.42359], [-2.31336, 3.23603, 5.73459], [4.07522, 1.66576, -3.43741], [-0.85906, -1.85598, -3.81418], [-1.96037, -4.12848, -4.95536], [-5.37398, 0.78465, 0.32474], [-3.47822, 2.05193, -3.29056], [-2.45396, -3.65665, -3.75495], [-0.24011, -3.29975, 3.57496], [1.75424, 2.00401, 5.77088], [-3.27105, 0.76407, -2.84539], [-2.90948, 0.96923, 1.61592], [1.91084, 0.21276, -1.75353], [-2.70000, 3.10432, -2.81187], [-0.38568, -4.01254, -6.91537], [-1.89550, -2.51637, -3.17780], [-0.21459, -4.63822, 3.95391], [3.55616, 2.46117, -0.57633], [-0.90893, -3.48096, -5.60836], [1.21487, -0.01219, 4.55800], [-3.43179, 2.06361, 0.93735], [-0.61325, -0.51552, 2.24935], [-2.25346, 0.55814, -1.90606], [2.18696, -4.56509, 4.04014], [1.53730, 3.08551, -2.73514], [-2.07914, 0.54817, 5.08083], [-4.66131, 1.97496, 0.29598], [0.85548, -3.49092, 0.05516], [-0.37117, -2.34397, -5.02429], [-1.74687, 1.51546, 4.13976], [-3.64075, -0.21779, 1.65530], [-1.87027, 2.86063, 4.47432], [1.01761, -6.31504, 4.48023], [3.08344, -2.68514, 3.51275], [2.80859, 2.72606, 0.17778], [0.44379, -1.82140, -5.51244], [0.78077, 2.65031, -3.39493], [1.73078, 1.85412, 3.63174], [-4.26470, 2.24150, -4.01200], [-5.04599, 2.82809, -0.25010], [3.13642, -5.05690, 4.21377], [0.76922, -1.72167, 5.78292], [-1.59788, 3.61370, 3.74377], [1.53934, -0.21901, -2.69936], [2.02102, 3.05379, 5.76349], [-3.20792, -1.08278, 2.14385], [-5.40006, -1.25141, 1.00832], [0.51239, -3.18498, 1.03817], [-1.97864, -0.49899, 4.81754], [0.45794, -3.42433, -7.27556], [3.65019, 1.33564, -4.39064], [-2.85290, 4.12454, -3.13372], [0.14490, -4.23371, -0.31119], [1.10199, -0.53552, 7.91097], [4.83965, 0.93907, -3.14657], [0.77218, -2.55572, -1.70184], [2.34652, -4.82088, 0.83492], [-2.76004, 0.16198, 7.07864], [-2.39607, -5.01788, -5.39848], [1.70614, 1.86373, 7.91546], [4.20962, 1.71070, -0.12187], [-2.97579, 2.55480, 7.66133], [-3.27142, -4.16016, -3.25524], [-1.15816, -3.99453, -7.68702], [-2.85147, 2.97745, 0.89265], [-2.40015, 4.28614, 5.98644], [-1.14227, -5.18832, 4.05459], [2.05128, 3.88251, -3.28168], [-6.31658, 0.70283, -0.20300], [-3.89088, -0.05417, -3.17905], [-1.07603, 3.57188, -1.47674], [2.66259, -0.48626, -1.36138], [-1.17218, -2.79178, 3.35193], [4.56642, 2.63094, -3.60071], [2.59526, -4.38686, -0.86546], [1.01762, 3.54234, -1.88972], [-0.05256, -5.04743, -6.81550], [-0.42475, -0.96728, -3.37474], [4.15488, 3.35130, -0.79576], [2.94749, -3.20860, 0.41968]],
  "forces_ev_per_a": [[0.2, 0.1, 0.0], [0.0, -0.2, -0.1], [-0.2, -0.1, -0.1], [-0.2, 0.3, 0.2], [-0.3, 0.0, 0.0], [0.1, -0.1, 0.0], [0.0, 0.0, 0.1], [0.0, -0.1, 0.1], [-0.1, 0.3, 0.3], [-0.1, 0.0, -0.1], [-0.1, -0.1, -0.2], [0.4, 0.0, -0.1], [-0.1, 0.0, 0.1], [0.0, 0.1, 0.0], [0.0, 0.0, -0.1], [0.0, 0.0, 0.0], [0.0, 0.0, 0.0], [-0.1, -0.1, 0.1], [0.1, -0.1, 0.0], [0.0, 0.0, 0.0], [0.0, 0.0, 0.0], [0.0, 0.0, -0.1], [0.0, 0.0, 0.0], [0.1, 0.0, 0.0], [0.0, -0.1, 0.0], [0.2, 0.0, -0.2], [0.0, -0.1, 0.0], [0.0, 0.0, 0.0], [0.0, 0.0, 0.0], [0.0, 0.1, 0.0], [0.1, 0.1, 0.0], [0.0, -0.1, 0.0], [0.0, 0.0, 0.0], [-0.1, 0.0, -0.1], [-0.1, -0.1, 0.1], [-0.1, 0.0, -0.2], [0.0, 0.0, 0.0], [0.0, 0.0, -0.1], [0.0, -0.3, -0.3], [0.0, 0.0, 0.0], [0.1, 0.1, 0.2], [0.0, 0.0, 0.0], [0.1, 0.0, 0.1], [-0.1, 0.1, 0.1], [0.0, 0.1, 0.3], [0.2, -0.3, 0.4], [-0.1, 0.0, 0.0], [-0.1, 0.2, -0.1], [0.0, 0.0, 0.0], [0.1, 0.0, 0.0], [-0.2, 0.0, -0.1], [0.0, 0.0, 0.0], [0.0, 0.2, 0.0], [0.1, 0.0, -0.1], [0.1, 0.1, 0.0], [0.0, 0.0, 0.0], [0.0, 0.0, 0.0], [0.0, 0.0, 0.0], [0.0, 0.0, 0.0], [0.0, 0.0, 0.0], [0.0, 0.0, 0.0], [0.0, 0.0, 0.0], [0.0, 0.0, 0.0], [0.0, 0.0, 0.0], [0.0, 0.0, 0.0], [0.0, 0.0, 0.0], [0.0, 0.0, 0.0], [0.0, 0.0, 0.0], [0.0, 0.0, 0.0], [0.0, 0.0, 0.0], [0.0, 0.0, 0.0], [0.0, 0.0, 0.0], [0.0, 0.0, 0.0], [0.0, 0.0, 0.0], [0.0, 0.0, 0.0], [0.0, 0.0, 0.0], [0.0, 0.0, 0.0], [0.0, 0.0, 0.0], [0.0, 0.0, 0.0], [0.0, 0.0, 0.0], [0.0, 0.0, 0.0], [0.0, 0.0, 0.0], [0.0, 0.0, 0.0], [0.0, 0.0, 0.0], [0.0, 0.0, 0.0], [0.0, 0.0, 0.0], [0.0, 0.0, 0.0], [0.0, 0.0, 0.0], [0.0, 0.0, 0.0], [0.0, 0.0, 0.0], [0.0, 0.0, 0.0], [0.0, 0.0, 0.0], [0.0, 0.0, 0.0], [0.0, 0.0, 0.0], [-0.1, 0.0, 0.0], [0.0, 0.0, 0.0], [0.0, 0.0, 0.0], [0.0, 0.0, 0.0], [0.0, 0.0, 0.0], [0.0, 0.0, 0.0], [0.0, 0.0, 0.0], [0.0, 0.0, 0.0], [0.0, 0.0, 0.0]],
  "e_homo_ev": -4.5,
  "lumo_ev": 2.31,
  "gap_ev": 6.847,
  "charge": -1,
  "de_lowest_ev": 0.569
}



{
  "formula": "C43H48N2OP2SSi2Ti",
  "method": "ωB97M-V/def2-TZVPD",
  "elements": ["Ti", "S", "P", "P", "Si", "Si", "O", "N", "N", "C", "C", "C", "C", "C", "C", "C", "C", "C", "C", "C", "C", "C", "C", "C", "C", "C", "C", "C", "C", "C", "C", "C", "C", "C", "C", "C", "C", "C", "C", "C", "C", "C", "C", "C", "C", "C", "C", "C", "C", "C", "C", "C", "H", "H", "H", "H", "H", "H", "H", "H", "H", "H", "H", "H", "H", "H", "H", "H", "H", "H", "H", "H", "H", "H", "H", "H", "H", "H", "H", "H", "H", "H", "H", "H", "H", "H", "H", "H", "H", "H", "H", "H", "H", "H", "H", "H", "H", "H", "H", "H"],
  "coordinates": [[0.02689, 0.19102, -0.43348], [0.06507, -0.92633, -2.76432], [2.57207, -0.55664, 0.02897], [-1.49163, -1.80673, 0.18004], [0.20614, -0.03930, 2.15731], [-1.02538, 3.31420, -0.92380], [-0.98012, 1.68173, -0.71270], [-1.72871, 0.14143, -4.35073], [0.46376, 0.92335, -4.61484], [2.63185, -1.49302, 1.58630], [5.66145, 2.77940, 0.71041], [3.96800, -3.26285, -3.41711], [-2.10651, -1.70122, 1.88610], [1.60562, -1.28700, 2.51455], [2.99576, -3.02572, -1.22786], [5.18737, 0.51929, 0.03345], [-1.84568, -0.80435, 4.09045], [-2.38032, 4.02264, 0.13048], [0.62030, -5.18346, 1.14377], [-4.61417, -0.86403, -2.23883], [-1.37716, -0.89739, 2.77786], [-3.24599, -2.39087, 2.29398], [6.09937, 1.53523, 0.27364], [-1.32947, 3.63750, -2.73484], [3.39405, 1.99550, 0.66445], [4.17665, -1.88920, -3.47070], [3.74463, -3.02605, 3.07206], [0.38050, 1.50789, -5.95303], [3.21631, -1.65325, -1.26904], [-3.48905, -0.81212, -1.42953], [0.79542, -5.80071, -0.08672], [-3.55777, -3.20548, -1.17665], [3.37454, -3.82560, -2.29960], [-2.98337, -1.48539, 4.50032], [-3.68332, -2.28269, 3.60390], [-2.95422, -1.98516, -0.89169], [3.79636, -1.08920, -2.40773], [-0.42215, -4.02188, -1.15344], [1.67384, -1.98922, 3.72214], [-4.67887, -3.25552, -1.99461], [0.62603, 4.03734, -0.43446], [0.51148, 1.40944, 3.32727], [0.27126, -5.21901, -1.23398], [3.82536, 0.74625, 0.22710], [-0.09226, -3.99542, 1.23235], [3.70282, -2.34333, 1.87012], [2.72175, -2.85181, 3.99891], [-2.46703, 1.04172, -5.23641], [-0.62076, -3.40792, 0.08525], [-5.20669, -2.08842, -2.52596], [-0.44696, 0.17301, -3.99123], [4.30842, 3.00990, 0.90716], [-1.31907, -0.18100, 4.80418], [-2.22400, 3.75105, 1.17683], [1.39373, 1.72741, -6.27693], [1.42456, 1.95016, 3.07039], [-6.08427, -2.13128, -3.15794], [3.96646, -0.01879, -2.44978], [7.15574, 1.35497, 0.12283], [4.49956, -2.47721, 1.14749], [4.64324, -1.44534, -4.34103], [4.57171, -3.68956, 3.28909], [-4.57213, -2.81126, 3.92300], [-2.30604, 3.24320, -3.02583], [0.62394, 1.07201, 4.36095], [0.40520, -5.69613, -2.19641], [-1.31470, 4.70401, -2.97085], [-3.79919, -2.99982, 1.58927], [3.96350, 3.97794, 1.24692], [-2.31955, 0.79895, -6.28557], [1.39023, 0.78161, -4.24555], [-0.23896, -3.52696, 2.19753], [4.26970, -3.89008, -4.24574], [1.46003, 3.56071, -0.95607], [3.20316, -4.89338, -2.25466], [1.33628, -6.73632, -0.15094], [-3.14576, -4.12106, -0.77040], [2.52031, -3.47489, -0.36386], [-0.05692, 0.80127, -6.65573], [0.88570, -1.86214, 4.45763], [-0.82094, -3.57025, -2.05338], [0.78818, 3.93116, 0.64160], [1.02697, -5.63052, 2.04174], [-2.27669, -0.46576, -3.75729], [-3.52332, 0.92234, -5.01005], [-2.40734, 5.11309, 0.06681], [-0.18660, 2.43563, -5.96362], [-3.33053, -1.39119, 5.52158], [-5.04068, 0.04961, -2.63539], [5.53486, -0.44854, -0.30561], [0.65884, 5.10492, -0.66741], [-3.35983, 3.64484, -0.17115], [6.37769, 3.56866, 0.89757], [-0.55742, 3.15005, -3.33268], [-0.32396, 2.11300, 3.28742], [2.33544, 2.16984, 0.81976], [-2.19344, 2.07606, -5.05556], [2.74937, -3.38588, 4.94057], [-5.14311, -4.20800, -2.21441], [-3.02074, 0.14185, -1.20664]],
  "forces_ev_per_a": [[-0.2, 0.1, 0.1], [0.3, -0.1, 0.0], [-0.3, 0.1, -0.1], [0.0, 0.0, 0.1], [0.1, 0.0, 0.0], [0.0, 0.4, 0.1], [0.4, -0.6, 0.0], [0.1, 0.2, 0.1], [0.0, -0.1, 0.0], [0.1, -0.1, 0.0], [0.0, 0.0, 0.0], [0.0, 0.0, 0.0], [0.0, 0.1, 0.0], [0.0, 0.0, 0.0], [0.0, 0.0, 0.0], [0.0, 0.0, 0.0], [0.0, 0.0, 0.0], [0.0, 0.0, 0.0], [0.0, 0.0, 0.0], [0.0, 0.0, 0.0], [0.0, -0.1, -0.1], [0.0, 0.0, 0.0], [0.0, 0.0, 0.0], [-0.1, 0.0, 0.0], [0.0, -0.1, 0.0], [0.0, 0.0, 0.0], [0.0, 0.0, 0.0], [0.0, 0.0, 0.0], [0.1, 0.0, 0.0], [0.0, 0.0, 0.0], [0.0, 0.0, 0.0], [0.0, 0.0, 0.0], [0.0, 0.0, 0.0], [0.0, 0.0, 0.0], [0.0, 0.0, 0.0], [0.0, 0.1, 0.0], [0.0, 0.0, 0.1], [0.0, 0.0, 0.0], [0.0, 0.0, 0.0], [0.0, 0.0, 0.0], [0.0, 0.0, 0.0], [0.0, 0.1, 0.0], [0.0, 0.0, 0.0], [0.0, 0.0, 0.0], [0.0, 0.0, 0.0], [0.0, 0.0, 0.0], [0.0, 0.0, 0.0], [0.0, -0.1, 0.0], [0.0, 0.0, -0.1], [0.0, 0.0, 0.0], [-0.2, -0.1, -0.2], [0.0, 0.0, 0.0], [0.0, 0.0, 0.0], [0.0, 0.0, 0.0], [0.0, 0.0, 0.0], [0.0, 0.0, 0.0], [0.0, 0.0, 0.0], [0.0, 0.0, 0.0], [0.0, 0.0, 0.0], [0.0, 0.0, 0.0], [0.0, 0.0, 0.0], [0.0, 0.0, 0.0], [0.0, 0.0, 0.0], [0.0, 0.0, 0.0], [0.0, 0.0, 0.0], [0.0, 0.0, 0.0], [0.0, 0.0, 0.0], [0.0, 0.0, 0.0], [0.0, 0.0, 0.0], [0.0, 0.0, 0.0], [0.0, 0.0, 0.0], [0.0, 0.0, 0.0], [0.0, 0.0, 0.0], [0.0, 0.0, 0.0], [0.0, 0.0, 0.0], [0.0, 0.0, 0.0], [0.0, 0.0, 0.0], [0.0, 0.0, 0.0], [0.0, 0.0, 0.0], [0.0, 0.0, 0.0], [0.0, 0.0, 0.0], [0.0, 0.0, 0.0], [0.0, 0.0, 0.0], [-0.1, 0.0, -0.1], [0.0, 0.0, 0.0], [0.0, 0.0, 0.0], [0.0, 0.0, 0.0], [0.0, 0.0, 0.0], [0.0, 0.0, 0.0], [0.0, 0.0, 0.0], [0.0, 0.0, 0.0], [0.0, 0.0, 0.0], [0.0, 0.0, 0.0], [0.0, 0.0, -0.1], [0.0, 0.0, 0.0], [0.0, 0.0, 0.0], [0.0, 0.1, 0.0], [0.0, 0.0, 0.0], [0.0, 0.0, 0.0], [0.0, 0.0, 0.0]],
  "e_homo_ev": [-9.8, -9.7],
  "lumo_ev": [-2.58, -2.45],
  "multiplicity": 2,
  "gap_ev": [7.249, 7.288],
  "charge": 1,
  "de_lowest_ev": 0.000
}